1.
{
  "formula": "H27O14",
  "method": "ωB97M-V/def2-TZVPD",
  "e_above_lowest_kj_mol": 229.4,
  "homo_ev": [-10.5, -10.5],
  "orbital_gap_ha": [0.360, 0.175],
  "multiplicity": 2,
  "total_energy_ha": -1069.32479,
  "molar_mass_da": 251.20,
  "charge": 0,
  "symbols": ["H", "H", "O", "H", "O", "O", "H", "H", "H", "O", "O", "H", "H", "O", "H", "H", "H", "H", "H", "H", "O", "O", "H", "H", "O", "O", "H", "O", "H", "H", "O", "O", "H", "H", "H", "O", "H", "H", "H", "H", "H"],
  "coordinates": [[4.099, -2.991, 1.847], [-1.316, 1.348, -4.695], [3.523, -2.297, 2.189], [2.418, 4.314, 1.464], [2.021, -2.297, -2.917], [-0.741, -3.358, -2.493], [2.178, 0.792, -3.089], [-0.753, 0.944, 0.210], [-0.625, -3.748, -1.616], [-1.482, 1.292, -0.430], [-1.158, -2.309, 2.924], [-1.947, -0.217, -2.237], [-0.562, -4.118, -3.070], [2.782, 4.495, 0.575], [2.884, -2.234, 1.461], [-2.568, 1.239, -2.839], [1.042, 1.010, 2.753], [1.326, 0.440, -1.771], [2.002, 4.818, 0.108], [-2.069, 1.720, 0.216], [0.527, 2.721, 1.348], [1.181, 1.195, 3.698], [-1.099, -1.736, 3.718], [-0.677, 1.894, -3.462], [-2.196, 0.361, -2.961], [0.285, 0.181, 1.145], [-2.048, -0.610, 0.248], [-1.191, 2.202, -4.224], [-3.245, -0.342, 2.529], [-0.576, -1.158, 0.611], [-3.754, -1.017, 3.001], [1.973, 1.011, -2.181], [0.849, 0.453, 4.214], [-4.543, -0.903, 2.450], [1.090, 0.330, 0.609], [-1.544, -1.356, 0.603], [2.353, -2.401, -2.021], [0.291, 1.762, 1.429], [1.489, 2.802, 1.321], [-1.382, -1.504, 2.379], [1.161, -2.731, -3.043]]
}

2.
{
  "formula": "H28InLi2O18P",
  "method": "ωB97M-V/def2-TZVPD",
  "homo_ev": -16.8,
  "orbital_gap_ha": 0.118,
  "total_energy_ha": -1917.24087,
  "molar_mass_da": 475.88,
  "charge": 2,
  "symbols": ["H", "H", "O", "O", "H", "H", "H", "Li", "H", "H", "O", "H", "H", "Li", "H", "O", "H", "H", "O", "H", "O", "O", "H", "H", "O", "H", "H", "H", "H", "O", "H", "O", "In", "O", "O", "H", "H", "O", "O", "O", "H", "O", "H", "P", "H", "O", "H", "H", "O", "H"],
  "coordinates": [[-0.199, -12.475, 13.636], [5.012, -11.536, 15.331], [-1.976, -13.637, 16.765], [2.055, -9.298, 18.752], [3.694, -12.067, 15.910], [-2.760, -10.669, 15.451], [0.250, -12.457, 20.301], [-1.036, -9.895, 16.928], [-0.281, -11.906, 18.946], [2.685, -14.633, 16.996], [-1.164, -9.973, 13.685], [0.194, -7.282, 16.702], [4.433, -10.811, 18.493], [0.087, -13.758, 16.245], [0.102, -12.585, 12.110], [2.282, -14.276, 13.990], [5.842, -10.199, 18.458], [2.969, -10.630, 13.177], [-0.244, -11.733, 17.235], [0.645, -6.017, 17.440], [-2.779, -10.651, 16.423], [2.193, -11.395, 16.818], [2.861, -12.524, 19.684], [2.296, -10.142, 19.186], [-0.399, -11.862, 19.912], [-1.067, -10.887, 13.322], [1.082, -9.225, 18.841], [-2.365, -13.381, 15.919], [-0.731, -10.265, 19.423], [0.975, -6.838, 17.051], [-0.445, -9.868, 14.350], [3.292, -11.828, 19.175], [3.102, -8.532, 16.067], [2.336, -10.074, 13.660], [4.395, -12.275, 15.276], [-3.718, -10.617, 16.651], [1.916, -13.411, 14.188], [-0.900, -9.376, 19.039], [0.479, -9.839, 15.747], [0.681, -12.318, 15.025], [-1.466, -8.956, 19.701], [1.951, -14.109, 17.345], [2.860, -11.803, 18.298], [0.805, -11.317, 16.172], [1.673, -10.699, 13.975], [5.017, -10.236, 17.955], [2.222, -13.197, 17.202], [3.165, -14.273, 14.378], [-0.618, -12.498, 12.749], [-1.713, -12.801, 17.172]]
}

3.
{
  "formula": "H28O14",
  "method": "ωB97M-V/def2-TZVPD",
  "e_above_lowest_kj_mol": 953.9,
  "homo_ev": -8.7,
  "orbital_gap_ha": 0.301,
  "total_energy_ha": -1069.83766,
  "molar_mass_da": 252.21,
  "charge": 0,
  "symbols": ["H", "H", "H", "H", "O", "H", "H", "H", "O", "H", "H", "H", "H", "H", "O", "O", "H", "H", "H", "H", "O", "H", "O", "O", "H", "H", "H", "H", "H", "H", "O", "O", "H", "O", "O", "O", "H", "O", "H", "H", "O", "H"],
  "coordinates": [[0.770, 2.543, -1.499], [0.871, -0.807, -3.511], [1.999, -2.900, 2.771], [-0.473, 2.567, -0.196], [-2.300, 0.640, 0.128], [-0.452, 2.339, -2.693], [-1.107, -1.401, 1.334], [1.507, -0.724, 1.639], [-1.077, 1.722, -2.418], [2.048, 0.626, 2.758], [-0.314, 2.004, 3.015], [-1.409, -1.837, -0.265], [1.655, 0.187, -3.513], [-3.042, -0.762, -3.305], [-1.714, -1.852, 0.743], [1.061, -0.048, -2.902], [-0.699, -3.228, -0.854], [1.027, 3.655, -2.657], [0.188, 0.525, -1.207], [-1.372, 4.105, -0.511], [1.344, 3.151, -1.821], [-2.254, -0.313, 0.429], [1.430, -1.437, 1.008], [1.075, -2.546, 2.657], [3.377, -0.022, 2.668], [-1.630, -1.378, -2.490], [-0.830, -0.735, 3.552], [-1.479, 0.553, -0.399], [1.182, -2.173, 1.736], [-0.005, 0.538, 3.039], [-0.689, 3.544, 0.022], [2.558, 0.133, 2.147], [-1.607, 1.435, -3.135], [0.001, 0.641, -0.229], [-0.175, -0.859, 2.901], [-2.305, -1.483, -3.241], [0.462, 0.049, 0.518], [0.367, 1.450, 3.084], [2.122, -1.403, 0.484], [0.264, -1.725, 3.066], [-0.572, -2.333, -1.164], [0.207, -2.434, -1.680]]
}

4.
{
  "formula": "H28O14",
  "method": "ωB97M-V/def2-TZVPD",
  "e_above_lowest_kj_mol": 152.3,
  "homo_ev": -10.2,
  "orbital_gap_ha": 0.354,
  "total_energy_ha": -1070.14295,
  "molar_mass_da": 252.21,
  "charge": 0,
  "symbols": ["H", "O", "H", "H", "O", "O", "H", "H", "H", "H", "H", "H", "H", "H", "O", "H", "H", "H", "H", "H", "H", "O", "O", "O", "H", "O", "H", "O", "H", "O", "O", "H", "H", "H", "O", "H", "H", "H", "O", "H", "O", "H"],
  "coordinates": [[-12.946, -9.383, -17.035], [-10.026, -10.943, -14.896], [-11.414, -10.788, -15.997], [-13.653, -11.796, -16.539], [-12.921, -7.536, -12.356], [-11.523, -10.188, -10.505], [-12.796, -7.234, -11.451], [-15.827, -8.790, -10.902], [-12.434, -10.353, -10.240], [-9.525, -11.616, -14.428], [-10.836, -9.448, -12.211], [-12.641, -12.979, -11.794], [-10.748, -7.191, -15.238], [-17.097, -9.795, -12.774], [-10.643, -7.832, -15.946], [-16.245, -10.150, -13.987], [-10.234, -10.250, -14.220], [-15.955, -11.635, -12.082], [-12.554, -12.345, -10.408], [-12.871, -11.175, -14.061], [-11.528, -8.404, -13.086], [-10.768, -9.020, -13.077], [-15.921, -11.680, -11.115], [-12.056, -10.850, -16.737], [-15.011, -11.916, -10.899], [-17.024, -10.434, -13.499], [-11.032, -10.964, -10.218], [-13.388, -13.088, -14.168], [-13.907, -13.168, -17.210], [-14.304, -12.515, -16.627], [-13.326, -8.709, -16.416], [-13.851, -7.365, -12.548], [-11.402, -8.433, -15.850], [-13.335, -9.152, -15.559], [-15.705, -8.676, -11.851], [-11.801, -10.335, -13.322], [-15.104, -9.389, -12.103], [-12.771, -13.764, -14.464], [-12.640, -10.259, -13.818], [-11.527, -10.958, -17.536], [-13.179, -12.622, -11.080], [-14.049, -13.040, -14.899]]
}

5.
{
  "formula": "H28O14",
  "method": "ωB97M-V/def2-TZVPD",
  "e_above_lowest_kj_mol": 275.3,
  "homo_ev": -9.8,
  "orbital_gap_ha": 0.345,
  "total_energy_ha": -1070.09611,
  "molar_mass_da": 252.21,
  "charge": 0,
  "symbols": ["H", "H", "O", "O", "H", "O", "H", "H", "O", "H", "O", "H", "O", "O", "O", "O", "H", "H", "H", "H", "H", "H", "O", "H", "H", "H", "H", "H", "O", "H", "H", "O", "H", "H", "H", "H", "H", "O", "O", "H", "H", "H"],
  "coordinates": [[-0.396, 2.589, -0.150], [-2.061, -1.553, 2.094], [0.704, -0.176, -4.145], [0.905, -1.491, -1.766], [0.767, 3.258, 2.838], [-0.015, 0.453, -0.044], [0.244, -3.057, 2.148], [0.274, -0.992, 2.755], [-0.568, -0.456, 2.751], [-0.851, -0.355, 3.642], [-2.823, -2.170, 2.025], [2.952, 0.764, -1.618], [-0.204, 3.535, -0.233], [-2.342, 2.641, 2.131], [0.075, -2.976, 1.204], [1.479, 2.002, -2.345], [-2.671, 2.040, 2.792], [2.046, 2.236, -3.071], [0.297, -0.319, -0.570], [-2.510, 1.154, 1.226], [1.210, 1.192, -2.832], [-0.339, 3.840, -1.115], [3.349, 0.219, -0.884], [2.853, -1.511, 1.178], [0.584, -0.774, -3.429], [1.003, 2.066, 2.118], [-2.439, -2.904, 2.488], [-0.130, 0.256, -4.356], [-2.774, 0.433, 0.660], [-0.011, -1.543, -2.110], [-1.793, -1.652, -3.389], [0.313, 2.460, 2.678], [-1.778, -0.442, -2.565], [2.878, -2.762, 0.167], [-1.405, 2.529, 2.351], [1.097, -2.417, -1.910], [0.850, -2.589, 0.766], [-1.716, -1.390, -2.498], [2.350, -2.085, 0.565], [-1.932, 0.181, 0.229], [2.730, -0.494, -0.628], [-0.216, 0.252, 0.859]]
}

6.
{
  "formula": "H28O14",
  "method": "ωB97M-V/def2-TZVPD",
  "e_above_lowest_kj_mol": 917.9,
  "homo_ev": -9.3,
  "orbital_gap_ha": 0.303,
  "total_energy_ha": -1069.85136,
  "molar_mass_da": 252.21,
  "charge": 0,
  "symbols": ["H", "H", "H", "H", "H", "O", "H", "O", "O", "H", "O", "H", "O", "O", "O", "H", "H", "H", "H", "H", "H", "H", "O", "H", "H", "H", "H", "H", "O", "O", "H", "O", "H", "O", "O", "H", "H", "H", "H", "H", "O", "H"],
  "coordinates": [[2.133, 1.536, 1.575], [-1.707, 2.605, -0.271], [1.843, -2.742, -1.491], [0.164, 2.370, -3.134], [0.406, -0.724, -1.691], [1.342, 2.042, 2.058], [-1.857, -2.053, 2.295], [-1.704, -2.815, -1.014], [-3.120, -1.127, 1.188], [-2.222, -2.528, -1.653], [-2.473, 1.555, 1.254], [3.615, 0.096, 0.708], [-1.264, -2.502, 2.985], [3.377, 0.112, 1.664], [-0.978, 2.758, -0.867], [2.553, -0.360, 1.555], [2.489, -0.231, -1.625], [1.505, -2.020, -0.318], [-0.933, 0.512, 0.735], [-1.040, -0.471, -1.962], [0.247, 1.434, -2.630], [-3.804, -1.588, 0.958], [0.243, 1.560, -3.470], [-0.061, 2.250, -0.993], [-1.599, -2.217, -0.388], [-2.535, 2.120, 1.918], [0.375, -1.478, 1.512], [-3.118, 1.780, 0.479], [0.908, 2.286, -1.150], [-0.227, -0.191, 0.787], [3.592, 0.683, -2.058], [1.327, -2.017, -1.252], [-1.422, 2.964, -1.776], [3.208, 0.247, -1.277], [1.342, -1.713, 1.527], [1.230, 1.317, -1.009], [0.073, -0.163, -0.182], [0.527, 1.364, 1.769], [-0.727, -1.993, 3.631], [-3.145, -0.243, 1.538], [-0.234, -0.079, -1.986], [1.668, -2.356, 2.073]]
}

What did the fourth record say?
{
  "formula": "H28O14",
  "method": "ωB97M-V/def2-TZVPD",
  "e_above_lowest_kj_mol": 152.3,
  "homo_ev": -10.2,
  "orbital_gap_ha": 0.354,
  "total_energy_ha": -1070.14295,
  "molar_mass_da": 252.21,
  "charge": 0,
  "symbols": ["H", "O", "H", "H", "O", "O", "H", "H", "H", "H", "H", "H", "H", "H", "O", "H", "H", "H", "H", "H", "H", "O", "O", "O", "H", "O", "H", "O", "H", "O", "O", "H", "H", "H", "O", "H", "H", "H", "O", "H", "O", "H"],
  "coordinates": [[-12.946, -9.383, -17.035], [-10.026, -10.943, -14.896], [-11.414, -10.788, -15.997], [-13.653, -11.796, -16.539], [-12.921, -7.536, -12.356], [-11.523, -10.188, -10.505], [-12.796, -7.234, -11.451], [-15.827, -8.790, -10.902], [-12.434, -10.353, -10.240], [-9.525, -11.616, -14.428], [-10.836, -9.448, -12.211], [-12.641, -12.979, -11.794], [-10.748, -7.191, -15.238], [-17.097, -9.795, -12.774], [-10.643, -7.832, -15.946], [-16.245, -10.150, -13.987], [-10.234, -10.250, -14.220], [-15.955, -11.635, -12.082], [-12.554, -12.345, -10.408], [-12.871, -11.175, -14.061], [-11.528, -8.404, -13.086], [-10.768, -9.020, -13.077], [-15.921, -11.680, -11.115], [-12.056, -10.850, -16.737], [-15.011, -11.916, -10.899], [-17.024, -10.434, -13.499], [-11.032, -10.964, -10.218], [-13.388, -13.088, -14.168], [-13.907, -13.168, -17.210], [-14.304, -12.515, -16.627], [-13.326, -8.709, -16.416], [-13.851, -7.365, -12.548], [-11.402, -8.433, -15.850], [-13.335, -9.152, -15.559], [-15.705, -8.676, -11.851], [-11.801, -10.335, -13.322], [-15.104, -9.389, -12.103], [-12.771, -13.764, -14.464], [-12.640, -10.259, -13.818], [-11.527, -10.958, -17.536], [-13.179, -12.622, -11.080], [-14.049, -13.040, -14.899]]
}